Record 1
Below is a cluster of 2 separate species, C3H5BrO in total at a distorted geometry, with properties calculated with the ωB97M-V functional and the def2-TZVPD basis.

The total energy is -2766.454595 Eh. The HOMO-LUMO gap comes out at 10.945 eV. The calculation puts the HOMO energy at -10.1 eV. Its total charge is 0.

Structure (XYZ):
```
10
Properties=species:S:1:pos:R:3:forces:R:3
C -0.245817 -0.197457 -0.070028 -3.804 -1.038 -2.134
C -0.526329 0.664113 1.068905 0.306 0.192 0.348
C 0.983952 -0.444847 -0.880033 -1.021 -0.544 -0.719
O -0.332162 -0.725036 1.253028 -0.138 0.562 -0.501
Br -2.396943 1.177921 1.157425 0.328 0.376 0.454
H -1.553307 -0.310958 -0.846829 4.103 0.015 2.188
H 0.164563 1.371030 1.599358 -0.778 -0.807 -0.652
H 1.833353 -0.353616 -0.279188 1.468 0.498 1.029
H 0.993045 0.278587 -1.680758 0.210 0.191 -0.317
H 1.079645 -1.459737 -1.321879 -0.673 0.554 0.303
```
Forces are in eV/Å.

Calculated atomic charges, method Löwdin, unit e:
1. C -0.416
2. C -0.688
3. C -0.056
4. O -0.070
5. Br 0.672
6. H 0.201
7. H 0.121
8. H 0.060
9. H 0.078
10. H 0.097

---

Record 2
Below is the molecule C4H4O4 at a distorted geometry, with properties calculated with the ωB97M-V functional and the def2-TZVPD basis.

The total energy is -455.712440 Eh. The HOMO-LUMO gap comes out at 8.251 eV. The calculation puts the HOMO energy at -7.7 eV. Its structure (SMILES) is Oc1coc(O)c1O. Its total charge is 0.

Structure (XYZ):
```
12
Properties=species:S:1:pos:R:3:forces:R:3
O 1.300988 -1.726132 -1.008178 0.533 -1.713 -0.544
C 0.723333 -0.615213 -0.638694 -0.653 4.017 0.744
C 1.254015 0.652275 -0.708583 -0.608 -0.561 0.039
O 0.414139 1.604930 -0.098603 1.044 -1.542 -0.707
C -0.587609 0.867426 0.341128 -1.656 -0.994 1.923
O -1.311235 1.502100 1.323509 -1.093 -1.059 0.008
C -0.518287 -0.475662 0.015928 0.466 1.803 0.570
O -1.219692 -1.479710 0.584270 -0.789 0.360 0.652
H 2.169160 -1.403635 -1.229531 0.954 -0.724 -0.463
H 2.218176 0.933622 -1.032721 0.543 0.692 -0.409
H -1.962744 0.897065 1.800153 1.440 0.868 -1.332
H -1.126907 -2.209522 -0.004565 -0.181 -1.146 -0.482
```
Forces are in eV/Å.

Calculated atomic charges, method Löwdin, unit e:
1. O 0.126
2. C -0.316
3. C -0.027
4. O 0.098
5. C -0.325
6. O 0.088
7. C -0.212
8. O 0.094
9. H 0.115
10. H 0.109
11. H 0.154
12. H 0.096

---

Record 3
Below is a structure of composition C34H33N7O2STeTi, with properties calculated with the ωB97M-V functional and the def2-TZVPD basis.

The total energy is -3364.906101 Eh. The HOMO-LUMO gap (spin up / spin down) comes out at 5.166 / 6.712 eV. The spin multiplicity is 3. The calculation puts the HOMO energy (spin up / spin down) at -5.7 / -7.3 eV. Its total charge is 0.

Structure (XYZ):
```
79
Properties=species:S:1:pos:R:3:forces:R:3
Ti -0.619294 -0.875004 0.866260 -0.390 -0.562 0.350
N -2.263987 -1.103572 -0.655952 0.268 -0.055 0.006
C -2.073421 -2.528731 -0.522617 -0.016 -0.052 -0.076
C -3.119589 -3.436287 -0.362448 -0.060 0.062 -0.013
C -2.840054 -4.795111 -0.351671 -0.006 0.007 -0.012
C -1.543027 -5.261584 -0.493941 0.021 -0.002 0.007
C -0.461234 -4.370363 -0.610291 -0.072 -0.009 -0.043
C 0.894503 -4.750277 -0.727024 -0.020 -0.049 0.020
C 1.874049 -3.758617 -0.871306 0.012 0.097 -0.024
C 1.524677 -2.430350 -0.852304 0.113 -0.057 -0.008
N 0.235335 -2.011076 -0.712200 -0.129 0.017 0.255
C -0.746294 -2.974955 -0.622190 -0.019 -0.090 -0.186
H -3.219862 -0.825017 -0.483110 -0.085 0.045 0.101
H -1.967203 -0.791354 -1.576090 -0.026 0.067 -0.045
H -4.136805 -3.076954 -0.271082 0.007 -0.004 0.013
H -3.653266 -5.501720 -0.243207 0.009 0.012 0.003
H -1.346507 -6.327305 -0.495270 0.007 0.016 -0.001
H 1.156695 -5.800792 -0.738141 -0.002 0.016 -0.018
H 2.914413 -4.027076 -1.001534 -0.009 0.004 0.002
H 2.266852 -1.647331 -0.939212 0.010 -0.004 0.040
C 0.726413 3.393752 -6.089451 0.021 -0.008 0.001
O 1.477021 2.584823 -5.202107 -0.035 0.011 -0.021
C 1.947205 3.166624 -4.070346 0.022 -0.069 -0.028
C 1.768961 4.503623 -3.742270 -0.013 0.027 0.015
C 2.305470 4.988707 -2.555462 -0.045 -0.016 -0.018
C 2.966570 4.148524 -1.678055 0.079 -0.079 0.104
C 3.177954 2.812240 -2.031313 -0.039 0.020 -0.097
C 2.674778 2.330378 -3.219946 0.023 0.011 0.044
N 3.518352 4.768616 -0.505667 0.151 0.065 -0.062
N 3.555337 4.222149 0.604807 -0.167 -0.012 0.059
C 2.892098 2.972199 0.856254 0.190 0.077 0.051
C 3.611413 1.973252 1.458723 -0.050 0.063 -0.106
C 3.049395 0.715423 1.733647 -0.108 -0.079 0.155
C 1.726579 0.461187 1.442559 0.146 0.199 -0.196
O 1.100504 -0.672696 1.702510 0.069 0.119 -0.276
C 0.971474 1.507782 0.821198 0.085 0.195 0.059
N -0.322025 1.202257 0.497557 0.085 0.080 0.115
C -1.115710 2.147365 0.047196 0.063 -0.042 -0.156
C -0.685268 3.475334 -0.103723 0.055 -0.021 0.002
C 0.619599 3.789078 0.158414 -0.121 0.057 -0.051
C 1.511789 2.783210 0.588011 -0.001 -0.144 0.096
H 0.419839 2.743386 -6.903207 -0.003 0.002 -0.005
H 1.331659 4.211790 -6.488169 -0.004 -0.001 0.001
H -0.159485 3.803579 -5.597600 -0.005 -0.003 -0.006
H 1.241016 5.176340 -4.401812 -0.001 0.004 0.012
H 2.200741 6.035793 -2.300342 0.022 0.000 0.018
H 3.743611 2.154572 -1.386073 -0.009 0.016 0.002
H 2.834532 1.302307 -3.518282 -0.008 0.011 0.002
H 4.650122 2.160493 1.701509 -0.005 0.016 -0.001
H 3.639768 -0.053271 2.214290 -0.021 -0.008 -0.003
H -2.133442 1.865853 -0.190559 -0.007 -0.017 -0.010
H -1.397596 4.222022 -0.424182 0.020 0.024 0.008
H 0.969480 4.808648 0.065754 -0.011 -0.013 -0.054
C -0.672268 -4.930771 2.680771 0.020 -0.026 -0.044
N -0.473598 -3.496030 2.914851 -0.020 -0.004 -0.005
C 0.745199 -3.095844 3.467704 0.088 -0.010 -0.123
S 0.802909 -2.159664 4.829237 0.011 0.025 0.079
N 1.808712 -3.514956 2.767187 -0.003 -0.034 0.026
C 3.171459 -3.127481 3.060305 -0.027 0.001 -0.017
H -1.674796 -5.075008 2.287957 -0.018 0.003 0.017
H -0.555038 -5.506006 3.604902 0.015 0.012 -0.006
H 0.024440 -5.310629 1.937010 -0.007 0.006 0.013
H -1.217528 -3.139569 3.499606 0.003 0.050 0.039
H 1.628157 -3.921377 1.860859 0.006 0.039 -0.017
H 3.167810 -2.163905 3.565756 -0.001 0.014 -0.007
H 3.719370 -3.047782 2.121578 -0.002 -0.019 0.008
H 3.667428 -3.855517 3.704930 -0.010 0.010 0.014
Te -2.517080 -0.582547 2.864332 -0.020 -0.036 0.008
C -3.657435 0.942246 1.936263 -0.033 0.054 -0.050
C -4.693630 0.652407 1.047318 -0.014 -0.063 0.028
C -5.375013 1.664331 0.381840 -0.007 0.015 -0.017
C -5.049937 2.994055 0.614811 0.008 -0.004 -0.005
C -4.052030 3.298008 1.531358 -0.032 0.019 0.014
C -3.362096 2.283617 2.181423 0.008 -0.013 0.031
H -4.996500 -0.380214 0.902444 0.040 0.007 -0.039
H -6.171561 1.411859 -0.308218 0.004 0.009 0.016
H -5.583239 3.784620 0.102156 0.003 -0.007 0.011
H -3.806694 4.331784 1.744323 0.002 -0.001 -0.012
H -2.571199 2.532472 2.878737 -0.007 0.003 0.011
```
Forces are in eV/Å.

Calculated atomic charges, method Löwdin, unit e:
1. Ti 0.741
2. N 0.023
3. C -0.298
4. C -0.038
5. C -0.092
6. C -0.059
7. C -0.186
8. C -0.051
9. C -0.098
10. C -0.146
11. N -0.032
12. C -0.224
13. H 0.072
14. H 0.118
15. H 0.109
16. H 0.107
17. H 0.115
18. H 0.108
19. H 0.102
20. H 0.109
21. C -0.081
22. O -0.079
23. C -0.283
24. C -0.014
25. C -0.029
26. C -0.290
27. C -0.014
28. C 0.014
29. N 0.068
30. N 0.079
31. C -0.246
32. C -0.016
33. C 0.021
34. C -0.319
35. O -0.215
36. C -0.125
37. N 0.027
38. C -0.102
39. C -0.015
40. C 0.020
41. C -0.100
42. H 0.093
43. H 0.096
44. H 0.095
45. H 0.102
46. H 0.117
47. H 0.118
48. H 0.123
49. H 0.119
50. H 0.112
51. H 0.110
52. H 0.113
53. H 0.119
54. C -0.074
55. N -0.085
56. C -0.929
57. S 0.642
58. N -0.037
59. C -0.098
60. H 0.078
61. H 0.093
62. H 0.062
63. H 0.026
64. H 0.104
65. H 0.040
66. H 0.083
67. H 0.083
68. Te 0.874
69. C -0.674
70. C -0.186
71. C -0.097
72. C -0.101
73. C -0.105
74. C -0.185
75. H 0.085
76. H 0.101
77. H 0.099
78. H 0.104
79. H 0.096

---

Record 4
Below is a structure of composition H2N5O2 at a distorted geometry, with properties calculated with the ωB97M-V functional and the def2-TZVPD basis.

The total energy is -425.259856 Eh. The HOMO-LUMO gap comes out at 7.755 eV. The calculation puts the HOMO energy at -2.7 eV. Its total charge is -1.

Structure (XYZ):
```
9
Properties=species:S:1:pos:R:3:forces:R:3
N -0.135231 -1.412213 0.008062 -3.049 -1.946 -0.442
N 1.055746 -0.756963 0.007437 1.837 1.229 0.320
N 0.942132 0.684942 -0.023532 1.064 -0.948 -0.742
N -1.107175 -0.626365 0.040929 1.138 1.224 -0.796
N -0.376387 1.006419 0.445910 -0.227 1.864 0.199
O -2.323703 -0.769582 -0.132791 0.627 -0.954 0.273
O -0.928066 1.958508 -0.181823 0.638 -0.745 0.074
H 1.578839 -1.077479 0.822985 -0.261 0.429 -0.023
H 1.293849 0.992736 -0.987177 -1.767 -0.152 1.138
```
Forces are in eV/Å.

Calculated atomic charges, method Löwdin, unit e:
1. N -0.040
2. N -0.146
3. N -0.098
4. N -0.293
5. N -0.229
6. O -0.127
7. O -0.252
8. H 0.079
9. H 0.106

---

ΔE to the lowest compared entry with this formula, charge and spin (computed, kcal per mole): 51.1, 63.1, 3.3, 52.1